No. 1
C5H12O4 | ωB97M-V/def2-TZVPD

Element x y z (Å)
C 1.198 1.197 -0.164
C -0.265 0.383 -0.549
C -0.083 -0.867 0.209
C -1.440 1.224 -0.095
C 1.108 -1.760 -0.063
O -1.350 -1.635 -0.461
O -1.975 -2.457 0.521
O 1.210 2.419 -0.826
O 1.275 1.365 1.220
H -2.666 -3.127 0.561
H 0.433 2.926 -0.555
H 2.044 1.914 1.422
H 2.055 0.648 -0.571
H -0.228 0.228 -1.627
H -0.263 -0.736 1.279
H -1.558 2.098 -0.735
H -1.284 1.571 0.926
H -2.336 0.605 -0.133
H 1.318 -1.796 -1.131
H 1.969 -1.435 0.517
H 0.838 -2.765 0.256

Atoms 1-3, force components in eV/Å:
-2.172 -0.549 -1.389
3.579 2.098 1.300
-2.644 -2.522 -0.905

Summary:
Maximum force ... 4.71 eV/Å
HOMO-LUMO gap ... 0.3571 Eh
ΔE to the lowest compared entry with this formula, charge and spin ... 5.168 eV
HOMO level ... -9.003 eV
SMILES string ... C[C@H](OO)[C@@H](C)C(O)O

***

No. 2
C6H10 | ωB97M-V/def2-TZVPD

Element x y z (Å)
C 1.545 -1.278 -1.652
C 1.383 -1.308 -0.231
C -1.630 2.469 1.494
C -1.131 1.400 0.747
C -0.167 0.392 0.929
C -0.021 -0.919 0.200
H 2.380 -1.574 -2.291
H 1.234 -0.311 -2.077
H 0.363 -1.968 -2.272
H 1.683 -2.171 0.387
H -0.753 -1.591 0.721
H -2.402 3.052 0.974
H -1.220 2.783 2.437
H -1.737 1.008 -0.049
H 0.774 0.644 1.495
H -0.300 -0.631 -0.815

Atoms 1-3, force components in eV/Å:
-3.064 -0.321 -3.309
-1.832 -0.950 2.516
1.060 -1.512 -2.163

Summary:
Maximum force ... 4.62 eV/Å
HOMO-LUMO gap ... 0.1627 Eh
ΔE to the lowest compared entry with this formula, charge and spin ... 7.504 eV
HOMO level ... -6.303 eV

***

No. 3
C49H51AsCl5MoN7O3S | ωB97M-V/def2-TZVPD

Element x y z (Å)
Mo 0.038 -0.073 0.115
Cl 3.435 -5.001 -3.489
C 2.568 -3.568 -3.095
C 1.887 -3.508 -1.886
C 1.224 -2.336 -1.537
N 0.512 -2.061 -0.353
C -0.027 -3.102 0.347
O 0.068 -4.287 0.096
C -0.719 -2.617 1.568
C -1.220 -3.520 2.487
C -1.684 -3.050 3.703
C -1.563 -1.690 3.954
C -1.074 -0.856 2.969
N -0.695 -1.288 1.758
C 1.261 -1.233 -2.388
C 1.909 -1.306 -3.613
C 2.562 -2.478 -3.967
Cl 3.368 -2.555 -5.481
N 0.669 -0.098 -1.823
C 0.226 0.908 -2.650
O -0.040 0.817 -3.826
C 0.215 2.191 -1.907
C -0.003 3.397 -2.551
C 0.209 4.570 -1.852
C 0.690 4.472 -0.552
C 0.865 3.225 0.016
N 0.593 2.084 -0.623
H 1.859 -4.378 -1.251
H -1.204 -4.569 2.225
H -2.091 -3.723 4.445
H -1.851 -1.267 4.907
H -0.960 0.194 3.170
H 1.914 -0.467 -4.290
H -0.307 3.379 -3.589
H 0.043 5.535 -2.311
H 0.947 5.357 0.014
H 1.266 3.152 1.016
C -1.893 -3.260 -2.705
C -2.756 -2.729 -1.564
As -2.448 -0.847 -1.087
C -3.834 -0.722 0.320
C -5.307 -0.858 -0.053
C -3.054 0.018 -2.767
C -4.532 -0.074 -3.131
H -2.217 -4.263 -2.981
H -0.849 -3.326 -2.413
H -1.961 -2.630 -3.592
H -2.606 -3.327 -0.663
H -3.812 -2.808 -1.829
H -3.681 0.206 0.864
H -3.552 -1.534 0.999
H -5.671 0.026 -0.572
H -5.897 -0.975 0.857
H -5.497 -1.729 -0.681
H -2.448 -0.478 -3.526
H -2.734 1.061 -2.770
H -4.928 -1.081 -3.001
H -4.654 0.193 -4.181
H -5.135 0.616 -2.544
C 5.612 -1.759 1.135
N 4.358 -1.823 0.343
C 4.210 -0.622 -0.519
C 3.108 -2.080 1.170
C 2.670 -0.908 2.021
C 3.323 -0.794 3.252
C 3.132 0.290 4.090
C 2.261 1.281 3.674
C 1.559 1.120 2.488
C 1.695 0.035 1.610
H 6.465 -1.730 0.461
H 5.695 -2.637 1.773
H 5.609 -0.861 1.746
H 4.437 -2.630 -0.279
H 4.100 0.255 0.113
H 3.326 -0.730 -1.147
H 5.091 -0.514 -1.147
H 3.310 -2.949 1.796
H 2.351 -2.337 0.448
H 3.989 -1.586 3.576
H 3.653 0.360 5.035
H 2.114 2.168 4.279
H 0.864 1.906 2.237
Cl -9.347 2.920 3.159
C -7.662 3.167 3.405
C -7.159 4.448 3.577
C -5.807 4.621 3.801
C -4.927 3.544 3.863
C -3.473 3.818 4.191
C -2.693 4.356 2.970
N -2.385 3.351 1.958
C -2.848 3.302 0.672
C -2.255 2.223 0.096
N -1.410 1.613 1.001
C -1.547 2.313 2.121
O -3.432 4.800 5.193
C -2.477 4.563 6.227
C -2.541 3.162 6.772
C -3.673 2.579 7.266
Cl -5.207 3.308 7.448
S -3.425 0.934 7.719
C -1.781 1.015 7.238
C -1.452 2.243 6.760
C -5.466 2.274 3.688
Cl -4.473 0.855 3.831
C -6.815 2.071 3.451
H -7.829 5.296 3.557
H -5.410 5.615 3.965
H -2.995 2.903 4.547
H -1.753 4.785 3.322
H -3.279 5.150 2.513
H -3.542 4.021 0.272
H -2.355 1.889 -0.920
H -1.027 2.155 3.051
H -2.716 5.298 6.995
H -1.461 4.759 5.866
H -1.142 0.155 7.361
H -0.456 2.513 6.433
H -7.210 1.073 3.331

Atoms 1-3, force components in eV/Å:
0.046 1.079 0.334
-0.023 -0.092 0.017
0.059 0.169 -0.106

Summary:
Maximum force ... 1.13 eV/Å
HOMO-LUMO gap (alpha / beta) ... 0.2489 / 0.2402 Eh
HOMO level (alpha / beta) ... -12.080 / -12.477 eV
⟨S²⟩ ... 2.020
Total charge ... +2
2S+1 ... 3

***

- Among the records above, which one has the lowest maximum force?
  C49H51AsCl5MoN7O3S

***

- Which value of maximum force does entry 1 give?
  4.71 eV/Å

***

- Which of these has the lowest maximum force?
  C49H51AsCl5MoN7O3S

***

- Which value of maximum force does entry 3 give?
  1.13 eV/Å